## i
{
  "formula": "CH5NSi2",
  "method": "ωB97M-V/def2-TZVPD",
  "species": ["H", "H", "Si", "C", "H", "Si", "H", "H", "N"],
  "coordinates": [[1.52, 0.82, 1.82], [-1.64, -1.58, -2.33], [0.08, 1.02, 1.34], [-0.83, 0.27, 0.05], [-1.97, 0.27, 0.03], [-0.04, -0.90, -1.15], [1.39, -0.90, -1.02], [-0.46, 2.09, 2.36], [-0.69, -1.88, -2.26]],
  "homo_lumo_gap_ha": 0.2961,
  "total_charge": 0
}


## ii
{
  "formula": "CH5NSi2",
  "method": "ωB97M-V/def2-TZVPD",
  "species": ["H", "N", "H", "H", "C", "H", "H", "Si", "Si"],
  "coordinates": [[0.93, -0.65, 1.34], [-0.39, -0.31, -1.23], [1.67, -1.54, -0.42], [-0.33, -2.37, 0.31], [-0.41, 1.04, -1.24], [-2.23, 3.16, -2.08], [-0.12, 3.95, -2.02], [-0.85, 2.64, -1.87], [0.16, -1.04, 0.07]],
  "homo_lumo_gap_ha": [0.2662, 0.2662],
  "total_charge": 0
}


## iii
{
  "formula": "CH5NSi2",
  "method": "ωB97M-V/def2-TZVPD",
  "species": ["H", "N", "Si", "H", "H", "Si", "H", "C", "H"],
  "coordinates": [[-2.91, -0.80, -0.36], [0.42, -0.07, -0.05], [-2.27, -1.39, 0.80], [1.78, 2.14, -1.14], [2.47, 0.56, 0.77], [1.93, 0.80, -0.56], [-3.01, -1.17, 2.03], [-0.75, -0.31, 0.35], [2.33, 0.23, -1.84]],
  "homo_lumo_gap_ha": 0.2740,
  "total_charge": 0
}


Ordering by calculated energy gives the sequence i, iii, ii, with the first entry being the most stable.


## i
{
  "formula": "C9H7NOS",
  "method": "ωB97M-V/def2-TZVPD",
  "species": ["C", "H", "C", "H", "H", "C", "H", "C", "C", "H", "S", "H", "C", "C", "C", "N", "O", "H", "C"],
  "coordinates": [[0.07, 0.97, 3.49], [0.10, 0.79, 4.56], [0.74, 0.10, 1.02], [1.41, 0.90, 1.03], [0.77, 0.04, -3.50], [-0.03, 2.50, 1.73], [-1.30, -1.70, 0.54], [0.85, 0.06, -1.40], [0.27, -0.35, -0.14], [-0.78, -1.50, -3.69], [0.29, -0.49, 2.62], [-1.89, -2.59, -1.50], [-0.51, -1.42, -2.68], [-1.06, -1.92, -1.47], [-0.70, -1.35, -0.30], [-0.10, 2.16, 2.89], [-0.07, 3.26, 0.81], [1.51, 0.93, -1.41], [0.42, -0.41, -2.62]],
  "homo_lumo_gap_ha": [0.2140, 0.2615],
  "total_charge": 0
}


## ii
{
  "formula": "C9H7NOS",
  "method": "ωB97M-V/def2-TZVPD",
  "species": ["C", "C", "C", "C", "S", "H", "H", "H", "C", "C", "H", "N", "O", "H", "H", "C", "C", "C", "H"],
  "coordinates": [[0.94, 2.24, 0.60], [1.12, -0.47, -0.08], [-1.05, -1.54, -0.35], [-0.98, 0.64, 0.51], [3.09, 0.99, -0.71], [0.97, 2.66, 1.68], [-1.67, -2.38, -0.55], [-2.83, -0.47, 0.11], [-1.71, -0.42, 0.14], [2.70, -0.87, -0.50], [1.02, -2.44, -0.39], [4.04, -2.35, 1.10], [2.32, 2.09, 0.39], [0.30, 2.74, -0.05], [2.69, -1.29, -1.48], [0.47, 0.70, 0.36], [3.50, -1.62, 0.39], [0.32, -1.60, -0.36], [-1.49, 1.67, 0.71]],
  "homo_lumo_gap_ha": 0.3393,
  "total_charge": 0
}


Ordering by calculated energy gives the sequence i, ii, with the first entry being the most stable.


## i
{
  "formula": "C2H5N3O2S",
  "method": "ωB97M-V/def2-TZVPD",
  "species": ["H", "H", "N", "H", "C", "N", "N", "S", "H", "C", "O", "H", "O"],
  "coordinates": [[-1.33, 1.64, 0.76], [0.55, 0.21, -2.54], [-0.27, -0.57, 1.13], [-1.17, -0.17, 1.46], [1.20, -1.00, -0.71], [-0.71, 0.57, -0.88], [-1.71, 1.28, -0.17], [1.50, -0.82, -2.44], [1.32, -1.09, 2.15], [0.05, -0.19, -0.13], [1.90, -1.66, 0.04], [-2.10, 2.11, -0.67], [0.77, -0.32, 1.99]],
  "homo_lumo_gap_ha": 0.3309,
  "total_charge": 0
}


## ii
{
  "formula": "C2H5N3O2S",
  "method": "ωB97M-V/def2-TZVPD",
  "species": ["H", "S", "H", "O", "N", "H", "C", "H", "H", "C", "N", "O", "N"],
  "coordinates": [[0.64, 1.90, -1.10], [-2.64, -0.30, 0.85], [2.12, 0.80, -0.90], [1.83, -1.40, 0.42], [0.94, -0.67, 0.82], [0.79, 0.18, -1.79], [-2.13, -0.53, -0.56], [-1.34, -1.22, -2.31], [-0.16, -0.09, 2.09], [1.03, 0.81, -0.95], [-2.10, -1.02, -1.64], [0.37, -0.93, 2.06], [0.39, 0.31, 0.24]],
  "homo_lumo_gap_ha": 0.3608,
  "total_charge": 0
}


## iii
{
  "formula": "C2H5N3O2S",
  "method": "ωB97M-V/def2-TZVPD",
  "species": ["N", "N", "O", "C", "C", "H", "H", "H", "H", "H", "O", "N", "S"],
  "coordinates": [[0.04, 2.03, 0.52], [-0.21, -0.45, -1.65], [0.78, -0.73, 1.78], [0.52, 1.27, -0.33], [0.19, -0.15, -0.48], [0.11, -0.05, 2.07], [-0.69, -2.10, -3.32], [1.19, 1.79, -1.07], [-0.90, 2.06, 2.08], [-0.36, -1.76, 0.47], [-0.77, 1.30, 1.41], [0.49, -1.10, 0.49], [-0.39, -2.11, -1.95]],
  "homo_lumo_gap_ha": 0.3394,
  "total_charge": 0
}


Ordering by calculated energy gives the sequence i, iii, ii, with the first entry being the most stable.


## i
{
  "formula": "C5H29NO11",
  "method": "ωB97M-V/def2-TZVPD",
  "species": ["C", "H", "H", "H", "O", "H", "H", "C", "H", "H", "O", "H", "O", "C", "O", "H", "O", "H", "N", "H", "H", "O", "H", "H", "H", "H", "H", "H", "H", "O", "H", "H", "O", "H", "C", "H", "O", "O", "H", "O", "H", "H", "H", "C", "H", "H"],
  "coordinates": [[0.57, -0.87, -2.42], [2.21, -0.58, -3.53], [1.90, -0.18, 5.19], [-0.83, 3.75, -0.36], [1.39, -0.01, -3.11], [-2.61, 0.53, 1.46], [-1.54, 0.27, -3.81], [-1.16, -2.84, -0.78], [-0.13, 1.95, 3.96], [-2.20, -1.42, -3.44], [-1.60, -1.49, 4.57], [-0.56, -2.86, 0.14], [4.49, 1.31, -1.12], [-2.19, -0.41, -3.11], [3.14, -2.04, -4.09], [1.02, 0.24, 1.21], [-2.34, 1.13, 0.77], [-1.19, -2.45, 4.37], [-1.76, -0.48, -1.71], [-2.71, -1.34, -0.12], [0.88, -1.04, 4.79], [0.84, 1.87, 3.60], [4.33, 2.10, -1.49], [3.16, -2.62, -3.27], [1.08, 2.68, 3.37], [-2.68, 2.71, 3.18], [3.75, 1.03, -0.63], [-0.05, -0.27, -0.48], [2.22, -2.24, -4.30], [1.58, 1.00, 0.99], [-0.22, 1.01, -1.92], [-0.37, -2.71, -1.38], [0.78, -2.05, -2.54], [-2.74, 0.64, -0.08], [-0.38, -0.11, -1.58], [-1.81, 2.68, 0.05], [-1.63, 3.66, 0.16], [1.78, -1.13, 5.13], [1.85, 1.59, 1.74], [-1.77, 2.79, 2.97], [-3.23, -0.19, -3.16], [-1.58, 2.95, 2.01], [-3.10, -2.20, -1.52], [-2.25, -1.72, -1.03], [-1.84, -1.46, 5.43], [-1.59, -3.83, -0.60]],
  "homo_lumo_gap_ha": 0.3364,
  "total_charge": 0
}


## ii
{
  "formula": "C5H29NO11",
  "method": "ωB97M-V/def2-TZVPD",
  "species": ["H", "H", "C", "O", "H", "H", "H", "H", "O", "H", "H", "H", "H", "H", "H", "H", "N", "C", "C", "O", "O", "H", "O", "O", "H", "H", "O", "C", "H", "H", "H", "O", "O", "H", "H", "H", "C", "H", "O", "H", "H", "H", "H", "H", "O", "H"],
  "coordinates": [[1.73, -0.51, -3.74], [-0.61, -0.51, 3.90], [0.92, 0.47, 1.14], [0.92, -0.85, -4.10], [1.27, -1.76, -2.38], [0.53, -1.59, 2.89], [1.65, -1.39, -0.89], [3.06, -2.42, -0.35], [1.90, -1.93, -1.67], [0.54, -0.34, -4.83], [0.03, 2.90, -2.98], [1.30, -3.27, 0.94], [-1.85, -2.58, -2.10], [-2.17, 0.83, 3.85], [2.93, -1.89, 1.10], [-0.04, -3.70, 0.20], [-0.02, 0.45, 2.24], [-1.39, 0.58, 1.89], [0.96, 1.68, 0.16], [-1.56, 3.00, -2.60], [3.28, -2.63, 0.57], [1.12, -0.29, 3.83], [0.55, -0.58, 0.23], [-1.45, -2.10, -1.36], [-1.75, 2.40, 3.07], [-1.07, 0.30, -1.54], [-2.00, 0.51, -1.67], [-2.20, 1.42, 2.94], [-1.92, 2.11, -2.40], [-2.48, -0.18, -1.20], [1.14, 1.86, -3.18], [-3.56, 1.56, 2.54], [0.89, 2.74, -3.44], [-0.51, -2.00, -1.54], [-0.08, 1.79, -0.12], [2.78, 0.62, 2.03], [0.25, -0.61, 3.25], [1.40, 2.60, 0.53], [2.20, 0.02, 1.55], [-1.98, -0.32, 1.65], [-3.55, 2.07, 1.73], [0.36, -1.48, 0.60], [1.54, 1.23, -0.65], [-1.88, 3.66, -1.99], [0.35, -3.12, 0.85], [-1.55, 1.26, 1.04]],
  "homo_lumo_gap_ha": 0.3398,
  "total_charge": 0
}


Ordering by calculated energy gives the sequence ii, i, with the first entry being the most stable.